P | A cluster of 2 separate species, CH6N2S in total. Source: the Open Molecules 2025 dataset; level of theory: ωB97M-V/def2-TZVPD.

Values from the calculation:
HOMO energy   -9.436 eV
Gap between HOMO and LUMO   9.636 eV

Geometry as ORCA input:
```
! wB97M-V def2-TZVPD RIJCOSX def2/J DEFGRID3
* xyz 0 1
S -1.9369 -1.1928 1.1899
H -2.7474 -0.3349 1.7114
N 1.4682 0.2927 -2.0569
C 1.7521 1.0701 -1.1025
N 1.2093 1.0319 0.2000
H -0.6821 -1.3754 2.2725
H 1.8643 0.6410 -2.9343
H 2.6878 1.6575 -1.1533
H 0.8678 1.8950 0.6031
H 0.2538 0.6439 0.1749
*
```

=====

Q | A cluster of 2 separate species, CH6N2S in total. Source: the Open Molecules 2025 dataset; level of theory: ωB97M-V/def2-TZVPD.

Values from the calculation:
HOMO energy (alpha / beta)   -8.280 / -8.280 eV
Gap between HOMO and LUMO (alpha / beta)   8.061 / 8.062 eV

Geometry as ORCA input:
```
! wB97M-V def2-TZVPD RIJCOSX def2/J DEFGRID3
* xyz 0 1
C 1.8595 -0.7397 0.1700
N -3.0598 0.0877 -0.0936
N 1.9979 0.5269 0.0342
S 0.9586 1.5899 -0.7517
H -2.8991 -0.7132 -0.7592
H 2.6694 -1.4123 0.3995
H 0.8980 -1.0708 -0.0708
H -2.1538 0.6245 -0.3395
H -3.0638 0.0247 0.8351
H 2.7932 1.0822 0.5761
*
```

=====

Of them, Q has the lowest stability.

=====

P | An isolated molecule of C22H24N4O3. Source: the Open Molecules 2025 dataset; level of theory: ωB97M-V/def2-TZVPD.

Values from the calculation:
HOMO energy   -8.304 eV
Gap between HOMO and LUMO   8.433 eV

Geometry as ORCA input:
```
! wB97M-V def2-TZVPD RIJCOSX def2/J DEFGRID3
* xyz 0 1
C -0.1458 4.2900 -0.9135
C 1.3068 3.9966 -0.5801
H 1.9487 4.8441 -0.8482
H 1.4395 3.7884 0.4870
O 1.7222 2.8559 -1.3271
C 2.6753 2.0837 -0.7619
O 3.1827 2.3192 0.3086
N 3.0378 1.0525 -1.5756
C 2.1626 0.6235 -2.6437
H 1.7679 1.4934 -3.1653
C 1.0249 -0.2304 -2.0501
N 1.4456 -0.7185 -0.7483
C 2.7888 -1.2587 -0.8425
C 3.7486 -0.0587 -0.9718
H 4.0939 0.2734 0.0080
H 4.6136 -0.3133 -1.5913
H 2.8905 -1.9347 -1.7099
H 3.0257 -1.8283 0.0556
C 0.4642 -1.5972 -0.1396
C 0.8794 -2.0501 1.2396
C 0.4938 -3.2990 1.7109
C 0.8307 -3.6674 3.0026
C 1.5439 -2.7654 3.7767
N 1.9159 -1.5746 3.3393
C 1.5895 -1.2247 2.1093
H 1.9239 -0.2450 1.7964
H 1.8342 -3.0021 4.7920
H 0.5467 -4.6310 3.3971
H -0.0674 -3.9667 1.0723
C -0.8485 -0.8678 0.0552
C -2.0445 -1.5053 -0.1949
C -3.2692 -0.8224 0.0312
N -4.4027 -1.5004 -0.2450
C -5.5453 -0.9023 -0.0460
C -5.6592 0.4106 0.4417
C -4.5183 1.1131 0.7260
C -3.2621 0.5057 0.5246
C -2.0231 1.1251 0.7807
C -0.8581 0.4487 0.5510
H 0.0947 0.9180 0.7395
H -2.0125 2.1334 1.1677
H -4.5627 2.1256 1.1024
H -6.6364 0.8450 0.5848
H -6.4293 -1.4815 -0.2804
O -2.1021 -2.7752 -0.6575
H -3.0496 -2.9767 -0.7608
H 0.2716 -2.4887 -0.7664
H 0.7778 -1.0609 -2.7372
H 0.1283 0.3776 -1.9144
H 2.7683 0.0391 -3.3410
H -0.2498 4.5114 -1.9725
H -0.7648 3.4279 -0.6781
H -0.4869 5.1451 -0.3371
*
```

=====

Q | An isolated molecule of C22H24N4O3. Source: the Open Molecules 2025 dataset; level of theory: ωB97M-V/def2-TZVPD.

Values from the calculation:
HOMO energy   -7.647 eV
Gap between HOMO and LUMO   8.169 eV

Geometry as ORCA input:
```
! wB97M-V def2-TZVPD RIJCOSX def2/J DEFGRID3
* xyz 0 1
C 2.2368 1.8468 4.3085
C 2.8920 2.6744 3.2078
O 3.0765 1.9395 2.0113
C 2.0181 1.4498 1.3034
C 2.3229 0.3509 0.5051
C 1.3785 -0.2572 -0.2974
C 0.0877 0.2414 -0.3260
C -0.2296 1.3485 0.4466
C 0.7073 1.9658 1.2634
O 0.4074 3.0595 2.0343
C -0.9244 3.5148 2.0694
H -1.6149 2.7260 2.3829
H -1.2398 3.9090 1.0985
H -0.9352 4.3196 2.8034
H -1.2401 1.7213 0.4083
C -1.0063 -0.4472 -1.1191
N -0.5173 -0.9645 -2.3693
C -0.4488 -2.2815 -2.7130
N 0.0648 -2.5117 -3.8883
C 0.3765 -1.2632 -4.3800
C 0.9504 -0.8909 -5.5873
C 1.1566 0.4564 -5.8111
C 0.8089 1.4201 -4.8658
C 0.2352 1.0725 -3.6568
C 0.0213 -0.2741 -3.4310
H -0.0277 1.8152 -2.9189
H 0.9940 2.4617 -5.0828
H 1.6018 0.7759 -6.7420
H 1.2223 -1.6361 -6.3173
N -0.9077 -3.2270 -1.8435
C -1.4999 -2.8681 -0.6472
C -1.5567 -1.5802 -0.2695
C -2.1470 -1.0886 1.0045
O -2.9432 -0.1704 1.0537
N -1.6936 -1.7228 2.1151
H -0.9417 -2.3861 2.0257
C -2.0819 -1.3205 3.4441
H -2.4532 -2.1762 4.0106
H -1.2420 -0.8734 3.9811
H -2.8759 -0.5826 3.3398
C -2.0731 -4.0217 0.1183
H -2.6604 -4.6484 -0.5517
H -1.2760 -4.6363 0.5377
H -2.7164 -3.6772 0.9211
H -0.9386 -4.1788 -2.1691
H -1.8149 0.2751 -1.3121
H 1.6500 -1.1135 -0.8963
H 3.3362 -0.0171 0.5395
H 3.9107 2.9464 3.4996
H 2.3188 3.5871 3.0251
H 2.7931 0.9251 4.4649
H 2.2241 2.4151 5.2344
H 1.2141 1.5975 4.0374
*
```

=====

Of them, Q has the lowest stability.

=====

P | A cluster of 2 separate species, C5H12NO in total. Source: the Open Molecules 2025 dataset; level of theory: ωB97M-V/def2-TZVPD.

Values from the calculation:
HOMO energy (alpha / beta)   -19.784 / -19.778 eV
Gap between HOMO and LUMO (alpha / beta)   9.914 / 5.923 eV

Geometry as ORCA input:
```
! wB97M-V def2-TZVPD RIJCOSX def2/J DEFGRID3
* xyz 2 2
C 1.7054 -0.8768 0.9362
C 0.9948 0.5066 0.6337
C 0.3684 0.4314 -0.7042
C 1.0188 0.9270 -1.7893
C -2.0594 -0.1661 -0.9153
N -0.7913 -0.4553 -0.9461
H 2.0812 -1.1082 -0.0537
H 2.4307 -0.7988 1.7570
H 1.0588 -1.7593 1.0128
H 0.4304 0.7670 1.5072
H 1.7492 1.2936 0.4903
H 1.8725 1.5563 -1.9778
H 0.8810 0.5261 -2.8312
H -2.8258 -0.9014 -1.1937
H -2.4122 0.8424 -0.6864
H -0.5059 -1.3687 -1.3050
H -2.6099 -0.0600 2.3650
H -1.3872 0.6225 2.1004
O -1.9996 0.0215 1.6003
*
```

=====

Q | The ion C5H12NO with charge +2. Source: the Open Molecules 2025 dataset; level of theory: ωB97M-V/def2-TZVPD.

Values from the calculation:
HOMO energy (alpha / beta)   -19.857 / -19.826 eV
Gap between HOMO and LUMO (alpha / beta)   8.721 / 5.081 eV

Geometry as ORCA input:
```
! wB97M-V def2-TZVPD RIJCOSX def2/J DEFGRID3
* xyz 2 2
O -0.6512 -2.9990 0.0265
C 0.1982 -2.2503 0.5525
C -0.0461 -0.6563 0.6287
C 0.7924 0.2456 -0.3335
C 1.2861 1.5948 0.3973
C -0.1844 0.8093 -1.5073
N -1.5758 -0.4869 0.5385
H 1.1854 -2.5884 0.9762
H 0.1700 -0.3724 1.6319
H 1.7281 -0.4464 -0.5295
H 1.5194 2.1757 -0.4730
H 0.5795 2.2546 0.9905
H 2.3535 1.5971 0.9239
H -0.0089 1.8687 -1.7274
H -0.1360 0.1550 -2.5218
H -1.1981 0.7868 -1.2095
H -1.9957 -0.8071 -0.3998
H -2.0255 0.3798 0.8299
H -1.9909 -1.2605 1.2060
*
```

=====

Of them, Q has the lowest stability.

=====

P | A cluster of 2 separate species, C10H16O in total. Source: the Open Molecules 2025 dataset; level of theory: ωB97M-V/def2-TZVPD.

Values from the calculation:
HOMO energy (alpha / beta)   -14.009 / -14.033 eV
Gap between HOMO and LUMO (alpha / beta)   10.063 / 6.506 eV

Geometry as ORCA input:
```
! wB97M-V def2-TZVPD RIJCOSX def2/J DEFGRID3
* xyz 1 2
C -2.3391 1.2263 1.7915
C -2.5084 2.1281 0.5594
C -2.2166 -0.2823 1.5047
H -1.5938 1.6403 2.4415
H -3.2613 1.3179 2.3648
H -3.2140 2.9014 0.8376
H -2.9992 1.6173 -0.2596
H -1.8105 -0.5329 0.5285
H -1.5751 -0.7056 2.2816
H -1.5629 2.4288 0.1217
H -3.2082 -0.7270 1.5168
C 2.1322 1.3642 -2.0356
C 1.6500 0.1178 0.0757
C 1.8290 0.1060 -1.3246
C 1.3504 -1.0130 0.7609
C 1.6624 -1.0798 -2.0888
C 1.2541 -2.1861 -0.0402
C 1.4132 -2.2538 -1.4598
O 1.2567 -3.3887 0.5413
H 1.7643 1.0645 0.5822
H 1.0900 -1.0296 1.8065
H 2.4351 2.1877 -1.4070
H 1.4035 1.6853 -2.7812
H 1.8798 -1.1117 -3.1491
H 1.4321 -3.2518 -1.8641
H 0.6923 -3.4246 1.3317
H 3.0442 1.2012 -2.6364
*
```

=====

Q | A cluster of 2 separate species, C10H16O in total. Source: the Open Molecules 2025 dataset; level of theory: ωB97M-V/def2-TZVPD.

Values from the calculation:
HOMO energy (alpha / beta)   -13.627 / -13.627 eV
Gap between HOMO and LUMO (alpha / beta)   9.739 / 5.500 eV

Geometry as ORCA input:
```
! wB97M-V def2-TZVPD RIJCOSX def2/J DEFGRID3
* xyz 1 2
C 0.1636 -3.1098 -0.6765
C -0.5481 -3.4124 0.7196
C 1.5957 -2.4729 -0.3958
H 0.2573 -3.9997 -1.3700
H -0.2446 -2.2837 -1.1299
H -1.6561 -3.4705 0.4561
H -0.3876 -2.5880 1.3900
H 1.8778 -2.5512 0.7013
H 2.4895 -2.9339 -0.9997
H -0.1803 -4.4743 1.0230
H 1.5939 -1.4173 -0.5257
C -2.7795 1.4894 0.0353
C 0.6716 2.7632 1.2912
C 1.4700 2.4275 0.1682
C -0.7128 2.5399 1.1342
C -1.2625 1.8605 0.0855
C 0.9219 1.8465 -0.9430
C -0.4592 1.6324 -0.9980
O 2.8567 2.5394 0.3351
H 1.1165 3.1735 2.1453
H -1.4204 2.9530 1.8787
H 1.3989 1.7043 -1.9091
H 3.3938 2.5550 -0.5271
H -3.0431 1.2966 -0.9768
H -3.3740 2.3515 0.4438
H -0.8641 1.2090 -1.9730
H -2.8747 0.3720 0.6173
*
```

=====

Of them, Q has the lowest stability.

=====

P | The ion C3H7N4 with charge +1. Source: the Open Molecules 2025 dataset; level of theory: ωB97M-V/def2-TZVPD.

Values from the calculation:
HOMO energy   -14.392 eV
Gap between HOMO and LUMO   11.188 eV

Geometry as ORCA input:
```
! wB97M-V def2-TZVPD RIJCOSX def2/J DEFGRID3
* xyz 1 1
C -0.3084 -1.3888 0.1959
C -0.9073 0.8264 -0.0668
C 1.8261 -0.3611 0.0155
N -1.9350 0.1026 -0.0560
N -1.6290 -1.1940 0.1442
N 0.4031 -0.3688 0.1768
N -0.6231 2.1130 -0.1188
H 0.0545 -2.3127 0.2632
H 2.4551 -1.2862 0.2258
H 1.9655 -0.0548 -1.0999
H 2.2295 0.4437 0.6901
H -2.3366 -1.7991 -0.0213
H -1.1767 2.7883 0.4530
H -0.0179 2.4915 -0.8018
*
```

=====

Q | The ion C3H7N4 with charge +1. Source: the Open Molecules 2025 dataset; level of theory: ωB97M-V/def2-TZVPD.

Values from the calculation:
HOMO energy   -12.679 eV
Gap between HOMO and LUMO   6.910 eV

Geometry as ORCA input:
```
! wB97M-V def2-TZVPD RIJCOSX def2/J DEFGRID3
* xyz 1 1
C 0.0485 1.4078 0.2890
C -1.2266 0.6796 0.1698
C 2.0464 -0.2638 0.2382
N 1.2951 0.9138 0.1537
N -1.1529 -0.5851 -0.0609
N 1.5715 -1.4044 -0.0497
N -2.2220 -1.2792 -0.1695
H 0.0162 2.3951 0.5967
H -2.1393 1.1677 0.4501
H 1.9877 1.6576 0.2493
H 0.5442 -1.6001 -0.2842
H 2.1250 -2.2120 -0.0224
H -3.1287 -0.8798 0.0908
H -1.9836 -2.2817 -0.2729
*
```

=====

Of them, Q has the lowest stability.

=====

P | A cluster of 3 separate species, C2H3IN2O in total. Source: the Open Molecules 2025 dataset; level of theory: ωB97M-V/def2-TZVPD.

Values from the calculation:
HOMO energy   -10.022 eV
Gap between HOMO and LUMO   10.470 eV

Geometry as ORCA input:
```
! wB97M-V def2-TZVPD RIJCOSX def2/J DEFGRID3
* xyz 0 1
C 0.4506 -0.6719 2.2195
C -0.5635 -1.3152 2.2059
N 0.1512 -1.2965 -0.6626
N 0.6245 -1.8892 0.1490
O -0.2730 -0.5152 -1.4172
I -0.2583 3.6355 -4.3297
H 1.4901 -0.4945 1.9506
H -0.1789 4.1556 -2.7297
H -1.4427 -1.6086 2.6141
*
```

=====

Q | A cluster of 2 separate species, C2H3IN2O in total. Source: the Open Molecules 2025 dataset; level of theory: ωB97M-V/def2-TZVPD.

Values from the calculation:
HOMO energy   -9.626 eV
Gap between HOMO and LUMO   10.365 eV

Geometry as ORCA input:
```
! wB97M-V def2-TZVPD RIJCOSX def2/J DEFGRID3
* xyz 0 1
C -0.7320 1.1943 0.2006
C 0.5245 -0.0841 -0.8613
N -1.1442 -0.0072 0.4518
N -0.2706 -0.8508 -0.1543
O 0.1698 1.2663 -0.7361
I 1.2141 -2.6775 2.3671
H 0.4901 -3.1512 1.0305
H -1.3286 2.0606 0.4854
H 1.4164 -0.4075 -1.4499
*
```

=====

Of them, P has the lowest stability.